Molecular formula: C26H28F6FeNO2
Method: DFT, ωB97M-V/def2-TZVPD

Geometry (Å):
H: 1.12 -3.98 -0.37
H: -2.26 1.18 4.25
C: -1.26 1.73 0.20
H: 2.00 -1.00 3.26
C: 1.51 -1.82 1.25
O: -0.32 -3.49 -3.33
N: -1.96 -1.97 -3.11
C: 1.41 -2.06 -1.35
C: 0.38 2.48 1.59
H: -0.56 -0.44 -4.55
H: 2.05 -0.43 -2.64
H: -2.36 -2.40 -3.92
F: 1.94 -0.44 5.28
H: -0.84 2.35 4.22
C: 2.71 0.10 1.46
C: 0.92 2.37 0.29
H: -2.68 3.86 -3.37
H: -2.19 1.33 -0.15
H: -2.37 -0.62 -1.58
C: -1.20 2.89 -4.57
C: -1.02 0.50 -4.28
C: -2.54 -0.72 -2.65
H: -3.41 1.78 -2.27
O: -0.35 -0.24 2.90
C: -0.09 1.88 -0.57
H: 1.48 -4.09 -2.09
C: -0.80 -0.98 5.14
H: -1.34 1.57 5.70
C: -0.60 1.68 -4.89
F: 1.84 1.45 4.05
H: -0.24 -0.74 -1.70
C: 1.79 -1.36 -0.06
Fe: 0.38 0.21 1.01
H: 1.93 2.61 0.01
C: 1.71 -3.55 -1.18
C: -2.22 2.92 -3.63
C: -0.76 -2.51 -2.74
C: 2.22 -1.50 -2.52
H: -0.87 3.80 -5.05
F: 0.00 -2.10 4.92
C: 2.53 -0.17 0.09
C: -0.27 0.22 4.30
C: -2.63 1.75 -3.02
C: 2.08 -0.92 2.18
C: -0.08 -1.81 -1.58
H: 1.94 -2.00 -3.44
C: 1.14 0.63 4.91
H: -0.63 -2.07 -0.67
H: 0.91 2.82 2.47
H: -3.62 -0.80 -2.77
H: -1.65 2.02 2.36
F: 0.98 1.34 6.09
C: -2.04 0.53 -3.34
H: 0.20 1.64 -5.63
H: 3.29 -1.66 -2.37
C: -0.97 2.10 1.52
F: -0.80 -0.70 6.50
H: 2.89 0.45 -0.72
H: 0.01 1.69 -1.62
H: 3.20 0.96 1.88
H: 0.93 -2.69 1.51
C: -1.23 1.39 4.61
F: -2.09 -1.30 4.75
H: 2.76 -3.70 -0.93

Computed properties:
Charge: -1
2S+1: 5
Highest occupied orbital energy (spin up / spin down), Ha: -0.138 / -0.160
Energy, eV: -83695.4956
ΔE to the lowest compared entry with this formula, charge and spin, kcal per mole: 0.0
⟨S²⟩: 6.022

=====

Molecular formula: CH2BrP
Method: DFT, ωB97M-V/def2-TZVPD

Geometry (Å):
H: 0.99 0.27 -1.98
C: 0.12 0.43 -1.36
H: -1.18 0.66 0.74
P: -0.11 -0.04 0.19
Br: 0.19 -1.32 2.41

Computed properties:
Highest occupied orbital energy (spin up / spin down), Ha: -0.358 / -0.358
Energy, eV: -80397.0015
ΔE to the lowest compared entry with this formula, charge and spin, kcal per mole: 65.0
SMILES: C#[PH]Br

=====

Molecular formula: C20H21N7O5PtS2
Method: DFT, ωB97M-V/def2-TZVPD

Geometry (Å):
C: 6.23 -2.47 -0.65
H: -2.56 0.30 4.74
C: -3.08 2.29 4.37
H: -2.85 -4.28 -1.57
C: -2.58 3.15 2.16
C: -1.38 -1.56 3.45
H: -1.79 -2.49 3.08
C: -2.02 1.91 1.77
S: -0.10 -3.63 -2.57
C: 5.23 -3.19 -1.30
N: -0.26 1.06 -3.06
C: -3.69 5.59 2.95
H: -3.49 2.47 5.35
H: -0.12 1.46 -5.44
O: -1.52 1.88 0.58
H: 0.95 2.74 -5.34
O: 1.96 0.10 -0.02
C: -2.80 -3.66 -2.47
N: 0.75 1.80 -5.04
C: -2.55 1.09 4.01
H: 7.25 -2.84 -0.66
O: 4.40 0.33 0.72
O: -3.63 4.50 3.86
C: 2.20 -1.01 -0.58
C: 5.94 -1.30 0.02
N: 1.33 -1.80 -1.19
N: -0.08 1.34 -1.78
H: 1.23 2.68 -0.77
C: 3.61 -1.52 -0.61
O: -1.30 -0.92 1.25
H: -1.73 -3.60 -4.34
H: -3.77 -3.68 -2.98
H: 6.70 -0.74 0.54
C: -1.57 -0.49 2.41
N: 0.57 1.84 -3.67
C: 0.87 2.27 -1.70
C: -3.09 3.34 3.42
H: 3.14 -3.24 -1.78
C: 4.63 -0.82 0.05
C: -2.02 0.83 2.71
N: 0.00 -1.39 -1.17
H: -2.56 3.94 1.42
H: 3.43 0.50 0.61
H: -1.78 -1.34 4.43
H: -1.66 -5.17 -3.52
Pt: -0.79 0.24 -0.28
S: -2.49 -1.94 -1.98
C: 3.93 -2.71 -1.28
N: 1.30 2.61 -2.90
H: -2.68 5.89 2.64
C: -0.76 -2.20 -1.81
H: -0.30 -1.70 3.54
H: -4.28 5.33 2.07
C: -1.67 -4.09 -3.37
H: 5.46 -4.10 -1.83
H: -4.17 6.40 3.49

Computed properties:
Highest occupied orbital energy, Ha: -0.265
Energy, eV: -66664.3508
ΔE to the lowest compared entry with this formula, charge and spin, kcal per mole: 4.0

=====

Molecular formula: C4H5NO2
Method: DFT, ωB97M-V/def2-TZVPD

Geometry (Å):
H: -1.46 -0.53 1.26
H: 1.17 -1.49 -0.26
H: -2.54 1.17 -1.47
C: -0.86 -0.84 0.41
H: -1.22 -1.75 -0.08
H: 3.01 -0.30 0.74
C: 0.87 -0.52 0.13
C: 2.08 0.29 0.56
N: -0.76 1.24 -0.85
C: -0.28 0.15 -0.42
O: -2.16 1.09 -0.59
O: 2.13 1.50 0.56

Computed properties:
Highest occupied orbital energy, Ha: -0.361
Energy, eV: -9809.0839
ΔE to the lowest compared entry with this formula, charge and spin, kcal per mole: 120.6
SMILES: O=C[C@H]1C/C1=N\O